A) Computed, not measured: a structure of composition C33H32N4OPS2Se2Ti, with the ωB97M-V functional and the def2-TZVPD basis.

Values from the calculation:
total charge: 0
frontier orbital gap (spin up / spin down): 7.096 / 7.508 eV
molecular weight: 801.54 g/mol
spin multiplicity: 2
E_HOMO (spin up / spin down): -0.254 / -0.286 Ha

Element x y z (Å)
Ti: 0.4520 0.0649 0.0844
C: 1.6771 3.8593 1.6687
C: 1.7896 2.4614 1.1365
N: 0.7449 1.8296 0.6535
N: -0.5141 2.3497 0.6322
C: -1.1747 2.0787 -0.4444
S: -0.4913 1.2218 -1.7997
S: -2.8410 2.6430 -0.5386
C: -2.5858 3.6604 -2.0581
C: -1.6226 4.7360 -1.6930
C: -2.0457 5.7963 -0.9010
C: -1.1378 6.7277 -0.4359
C: 0.2070 6.6011 -0.7504
C: 0.6344 5.5479 -1.5387
C: -0.2747 4.6184 -2.0118
C: 3.0525 1.7725 1.1152
C: 4.2005 2.3163 1.7183
C: 5.4068 1.6541 1.7014
C: 5.5263 0.4233 1.0648
C: 4.4328 -0.1235 0.4295
C: 3.1890 0.5175 0.4438
O: 2.1798 -0.0649 -0.1667
H: 0.6443 4.1947 1.5957
H: 2.3098 4.5417 1.1018
H: 1.9883 3.8848 2.7124
H: -3.5732 4.0383 -2.3095
H: -2.2147 2.9950 -2.8371
H: -3.0910 5.8671 -0.6320
H: -1.4726 7.5407 0.1908
H: 0.9207 7.3150 -0.3662
H: 1.6833 5.4362 -1.7726
H: 0.0626 3.7884 -2.6156
H: 4.1324 3.2687 2.2206
H: 6.2615 2.0878 2.1974
H: 6.4658 -0.1073 1.0824
H: 4.4879 -1.0713 -0.0902
Se: 0.5865 -0.4397 2.7379
P: -1.4728 -1.0299 2.2671
Se: -2.1183 -0.9841 0.2125
C: -1.6723 -2.7062 2.9861
C: -2.2198 -3.7505 2.2583
C: -2.4082 -4.9778 2.8682
C: -2.0393 -5.1591 4.1906
C: -1.4736 -4.1178 4.9115
C: -1.2891 -2.8876 4.3101
C: -2.6974 -0.0576 3.2115
C: -3.9409 -0.6415 3.4327
C: -4.9410 0.0895 4.0439
C: -4.7039 1.4027 4.4198
C: -3.4625 1.9791 4.2054
C: -2.4555 1.2522 3.5935
H: -2.5023 -3.5936 1.2231
H: -2.8560 -5.7896 2.3139
H: -2.1945 -6.1161 4.6658
H: -1.1839 -4.2653 5.9416
H: -0.8380 -2.0629 4.8459
H: -4.1192 -1.6600 3.1159
H: -5.9063 -0.3626 4.2243
H: -5.4958 1.9807 4.8714
H: -3.2834 2.9977 4.5140
H: -1.4858 1.6983 3.4123
C: 1.5186 -5.3708 0.8321
C: 1.1945 -4.1791 0.0121
C: 1.1326 -3.9988 -1.3562
C: 0.7988 -2.6506 -1.5505
N: 0.6449 -2.0565 -0.3731
N: 0.8895 -2.9891 0.5602
C: 0.6254 -1.9097 -2.8265
H: 2.3747 -5.8954 0.4112
H: 0.6757 -6.0612 0.8449
H: 1.7433 -5.0775 1.8557
H: 1.3023 -4.7342 -2.1141
H: 0.8870 -2.7483 1.5482
H: 1.1868 -2.3923 -3.6230
H: 0.9775 -0.8787 -2.7051
H: -0.4283 -1.8806 -3.1171

=====

B) Computed, not measured: a structure of composition C33H32N4OPS2Se2Ti, with the ωB97M-V functional and the def2-TZVPD basis.

Values from the calculation:
total charge: 0
frontier orbital gap (spin up / spin down): 7.338 / 6.539 eV
molecular weight: 801.54 g/mol
spin multiplicity: 2
E_HOMO (spin up / spin down): -0.272 / -0.286 Ha

Element x y z (Å)
Ti: 0.3328 -0.1299 -0.6761
C: -2.1726 -0.4051 1.5703
C: -1.4028 -1.1057 0.4893
N: -0.1202 -1.4058 0.7640
N: 0.3549 -2.5921 0.2458
C: 1.5655 -2.5932 -0.1882
S: 2.5535 -1.1607 -0.1997
S: 2.2236 -4.0643 -0.8571
C: 0.7579 -5.1692 -0.9847
C: 0.5046 -5.9784 0.2571
C: 1.2921 -7.0968 0.5198
C: 1.0890 -7.8519 1.6634
C: 0.0890 -7.5001 2.5583
C: -0.7063 -6.3944 2.2982
C: -0.5036 -5.6381 1.1529
C: -2.0989 -1.8173 -0.5970
C: -3.3378 -2.4391 -0.4824
C: -3.8494 -3.1813 -1.5339
C: -3.1264 -3.3094 -2.7134
C: -1.9025 -2.6762 -2.8603
C: -1.3976 -1.9062 -1.8186
O: -0.2627 -1.2044 -1.9526
H: -1.4959 0.1576 2.2087
H: -2.6583 -1.1672 2.1886
H: -2.9393 0.2533 1.1663
H: 1.0263 -5.8200 -1.8162
H: -0.0932 -4.5516 -1.2606
H: 2.0796 -7.3634 -0.1767
H: 1.7116 -8.7170 1.8537
H: -0.0648 -8.0845 3.4564
H: -1.4895 -6.1184 2.9936
H: -1.1174 -4.7707 0.9543
H: -3.8855 -2.3716 0.4498
H: -4.8050 -3.6772 -1.4276
H: -3.5177 -3.9067 -3.5266
H: -1.3211 -2.7608 -3.7701
Se: -0.9330 1.9950 -0.1736
P: 0.4188 3.6493 0.4710
Se: 2.0659 4.3419 -0.6515
C: -0.8003 4.9724 0.7556
C: -1.7013 4.8450 1.8111
C: -2.6377 5.8386 2.0409
C: -2.6847 6.9511 1.2105
C: -1.7914 7.0728 0.1570
C: -0.8444 6.0845 -0.0719
C: 1.0023 3.2331 2.1484
C: 1.4057 4.2966 2.9542
C: 1.8885 4.0541 4.2283
C: 1.9647 2.7511 4.7055
C: 1.5958 1.6920 3.8912
C: 1.1242 1.9294 2.6074
H: -1.6581 3.9651 2.4418
H: -3.3266 5.7458 2.8706
H: -3.4179 7.7275 1.3882
H: -1.8220 7.9413 -0.4883
H: -0.1303 6.1718 -0.8816
H: 1.3386 5.3069 2.5694
H: 2.2100 4.8814 4.8480
H: 2.3231 2.5637 5.7094
H: 1.6734 0.6749 4.2539
H: 0.8526 1.0990 1.9658
C: 4.4258 2.3582 -3.4282
C: 3.0492 1.8247 -3.2645
C: 1.9303 1.9002 -4.0685
C: 0.8889 1.3141 -3.3422
N: 1.3479 0.8978 -2.1515
N: 2.6568 1.2174 -2.1414
C: -0.5182 1.1218 -3.7947
H: 4.6463 2.5454 -4.4758
H: 5.1692 1.6734 -3.0200
H: 4.5073 3.3010 -2.8825
H: 1.8656 2.3296 -5.0535
H: 3.2215 1.0429 -1.3307
H: -0.7508 1.8473 -4.5721
H: -1.2264 1.2404 -2.9783
H: -0.6411 0.1188 -4.2061

=====

Most favorable structure: A). The second most favorable one is 102.3 kJ/mol above it.

=====

A) Computed, not measured: an isolated molecule of C3H5BrS, with the ωB97M-V functional and the def2-TZVPD basis.

Values from the calculation:
SMILES: C/C(Br)=C\S
total charge: 0
frontier orbital gap: 9.275 eV
molecular weight: 153.04 g/mol
spin multiplicity: 1
E_HOMO: -0.345 Ha

Element x y z (Å)
C: 0.1529 0.9339 1.0074
C: 0.6084 0.2813 -0.2634
Br: 2.4871 0.5780 -0.4321
C: -0.0702 -0.5525 -1.0447
S: -1.9178 -1.6013 -1.1042
H: 0.3519 0.3961 1.9498
H: -0.8709 1.0793 0.8821
H: 0.4950 1.9858 0.9341
H: 0.4495 -0.9843 -2.0072
H: -1.6859 -2.1163 0.0783

=====

B) Computed, not measured: an isolated molecule of C3H5BrS, with the ωB97M-V functional and the def2-TZVPD basis.

Values from the calculation:
SMILES: C/C(S)=C/Br
total charge: 0
frontier orbital gap: 9.695 eV
molecular weight: 153.04 g/mol
spin multiplicity: 1
E_HOMO: -0.344 Ha

Element x y z (Å)
C: 1.0338 0.4837 -0.3923
C: -0.2024 -0.3341 0.1173
S: 0.3913 -1.7349 1.3865
C: -1.3151 -0.0578 -0.4365
Br: -3.1150 -0.6460 0.2592
H: 1.8611 0.1140 0.0882
H: 0.9741 1.5461 -0.4723
H: 1.1892 0.1911 -1.3745
H: 0.7472 -0.4314 1.8384
H: -1.5642 0.8694 -1.0141

=====

Most favorable structure: A). The second most favorable one is 20.1 kJ/mol above it.

=====

A) Computed, not measured: a structure of composition C22H31N3O4S, with the ωB97M-V functional and the def2-TZVPD basis.

Values from the calculation:
total charge: 0
frontier orbital gap: 8.819 eV
molecular weight: 433.57 g/mol
spin multiplicity: 1
E_HOMO: -0.303 Ha

Element x y z (Å)
C: -5.2935 -2.1329 0.9148
H: -4.9636 -2.1684 -0.2368
H: -4.3351 -2.4517 1.3447
H: -6.1559 -2.7952 0.9890
C: -5.5937 -0.8734 1.1273
C: -4.4728 0.0785 1.0720
C: -4.3322 0.6535 -0.0478
C: -3.1327 1.5430 -0.6070
C: -2.1769 1.6870 0.3935
C: -2.2568 1.0105 1.7242
C: -3.4902 0.5163 2.0081
H: -3.6626 -0.0569 2.8523
H: -1.5048 0.9943 2.3683
C: -0.8862 2.4735 0.2423
N: 0.1132 2.4846 0.8692
C: 0.9814 3.1839 0.4162
C: 0.5671 3.3385 -0.8922
O: -0.7560 2.9320 -0.9066
C: 1.1906 4.3099 -2.1911
H: 0.2991 4.3010 -2.7867
H: 1.9053 3.6560 -2.5962
H: 1.2813 5.3078 -1.7091
C: 2.3874 3.6247 0.8682
H: 2.3240 3.7698 2.0511
H: 2.8537 4.4967 0.0190
S: 3.6069 2.0420 0.5594
O: 3.1279 1.2297 -0.7047
C: 2.7622 1.1572 1.8636
C: 3.3890 -0.3586 2.0112
O: 4.5551 -0.4921 2.5689
N: 2.9004 -1.1888 1.1346
C: 3.5256 -2.5803 0.8047
H: 3.0569 -3.3238 1.4677
C: 3.5900 -2.9734 -0.5899
H: 4.2507 -3.7535 -0.7412
H: 4.0587 -1.7719 -1.0459
C: 2.2608 -3.1972 -1.2980
N: 1.2769 -2.0932 -0.7126
C: 1.4018 -1.0627 -2.0058
C: 0.3275 0.1627 -1.6623
O: -0.8113 -0.4895 -1.5249
C: -1.1615 -1.3163 -0.4445
C: -0.1970 -2.6216 -0.9157
H: -0.2596 -3.4483 -0.1121
H: -0.4940 -2.9945 -1.9702
H: -1.9129 -1.7632 -0.7009
H: -0.7007 -1.0619 0.3420
H: 0.6157 0.6184 -2.5272
H: 0.7552 0.6137 -0.9197
H: 2.2996 -0.6321 -1.9523
H: 1.2484 -1.4908 -3.0667
H: 1.8735 -4.0186 -0.6190
H: 2.5174 -3.4468 -2.2812
H: 4.6299 -2.5583 1.4503
H: 2.1895 -1.2128 0.7181
H: 2.9467 1.6150 3.0407
H: 1.6388 0.8532 1.6113
H: -3.0553 1.9911 -1.3951
H: -4.9746 0.7681 -0.9526
H: -5.7113 -0.7043 2.6371
H: -6.4170 -0.3792 0.6465

=====

B) Computed, not measured: an isolated molecule of C22H31N3O4S, with the ωB97M-V functional and the def2-TZVPD basis.

Values from the calculation:
total charge: 0
frontier orbital gap: 8.403 eV
molecular weight: 433.57 g/mol
spin multiplicity: 1
E_HOMO: -0.289 Ha

Element x y z (Å)
C: 7.1336 -4.7222 -0.6285
H: 8.0225 -5.1450 -1.0909
H: 7.4296 -4.1921 0.2740
H: 6.4690 -5.5348 -0.3443
C: 6.4263 -3.7707 -1.5962
C: 5.2002 -3.1883 -0.9545
C: 5.2745 -2.0056 -0.2276
C: 4.1599 -1.4871 0.3997
C: 2.9387 -2.1523 0.3123
C: 2.8561 -3.3392 -0.4145
C: 3.9772 -3.8463 -1.0370
H: 3.9074 -4.7653 -1.6016
H: 1.9040 -3.8407 -0.4786
C: 1.7583 -1.6242 0.9538
N: 0.5676 -2.1519 0.9301
C: -0.2237 -1.3061 1.6547
C: 0.5478 -0.2694 2.1096
O: 1.8103 -0.4817 1.6702
C: 0.2389 0.9216 2.9407
H: -0.6318 1.4426 2.5467
H: 1.0947 1.5909 2.9392
H: 0.0270 0.6270 3.9690
C: -1.6737 -1.5203 1.7800
H: -2.0388 -1.3295 2.7884
H: -1.9541 -2.5209 1.4590
S: -2.6002 -0.3320 0.6769
O: -3.8836 -0.9796 0.3948
C: -1.5485 -0.5892 -0.8308
C: -0.3651 0.3576 -0.8154
O: 0.7534 0.0277 -1.1533
N: -0.6811 1.5908 -0.3685
C: 0.2422 2.6993 -0.4324
H: 1.1738 2.3289 -0.8679
C: -0.3423 3.8350 -1.2715
H: -0.5442 3.4711 -2.2792
H: 0.3947 4.6357 -1.3480
C: -1.6129 4.4143 -0.6447
N: -2.7135 3.4558 -0.5745
C: -3.7125 3.8636 0.4065
C: -4.8402 2.8311 0.4649
O: -5.4501 2.6793 -0.7932
C: -4.4989 2.2494 -1.7350
C: -3.3598 3.2623 -1.8676
H: -2.6268 2.8901 -2.5851
H: -3.7712 4.2139 -2.2460
H: -5.0268 2.1456 -2.6842
H: -4.0974 1.2715 -1.4301
H: -5.6222 3.1626 1.1496
H: -4.4404 1.8633 0.8039
H: -3.2348 3.9362 1.3863
H: -4.1422 4.8462 0.1481
H: -1.9152 5.3168 -1.2024
H: -1.3806 4.7203 0.3792
H: 0.4479 3.0604 0.5819
H: -1.6514 1.8855 -0.2650
H: -1.2088 -1.6221 -0.8881
H: -2.1945 -0.3691 -1.6818
H: 4.2236 -0.5642 0.9560
H: 6.2187 -1.4837 -0.1584
H: 6.1475 -4.3185 -2.4985
H: 7.1129 -2.9706 -1.8798

=====

Most favorable structure: B). The second most favorable one is 2063.2 kJ/mol above it.